*i*
{
  "formula": "C20H30N2O3S",
  "method": "ωB97M-V with the def2-TZVPD basis set",
  "smiles": "O=C(NC1CCCCC1)[C@H]1CC[C@@H](CNS(=O)(=O)c2ccccc2)CC1",
  "lumo_ev": 0.64,
  "multiplicity": 1,
  "gap_ev": 9.953,
  "e_homo_ev": -9.312,
  "elements": ["H", "H", "C", "C", "H", "C", "C", "H", "C", "C", "H", "H", "H", "H", "S", "H", "H", "O", "H", "C", "C", "H", "N", "C", "H", "H", "C", "H", "H", "H", "H", "N", "C", "H", "C", "H", "H", "H", "C", "H", "H", "C", "C", "H", "O", "C", "C", "O", "C", "H", "H", "H", "C", "C", "H", "H"],
  "coordinates": [[-0.93, -0.89, 0.76], [-3.63, -2.17, 0.96], [4.15, 2.24, -1.10], [-1.09, 2.91, -0.47], [-2.67, 3.22, -1.90], [-2.65, 3.26, 1.45], [3.04, 1.63, -0.55], [-1.88, 1.64, -2.04], [-1.60, 3.91, 0.56], [-2.24, 2.39, -1.33], [-0.59, 2.08, 0.05], [4.06, 3.20, -1.59], [0.48, -0.86, -1.07], [4.47, -1.16, 0.69], [1.74, -0.40, 0.74], [2.06, 2.09, -0.58], [1.96, -3.02, 0.20], [0.73, 0.59, 1.01], [-2.37, 0.55, 0.93], [-2.78, -1.93, 0.30], [3.18, 0.41, 0.08], [-1.03, -2.06, -1.70], [-2.95, 0.51, 0.11], [1.22, -2.73, -0.55], [-1.19, -3.78, 1.64], [1.55, -3.10, -1.52], [-1.19, -3.05, -1.27], [-4.20, 1.52, -1.14], [-1.10, -3.77, -2.09], [6.49, -0.08, -0.31], [0.22, -2.75, 1.84], [1.26, -1.29, -0.59], [-0.14, -3.36, -0.20], [-0.77, 4.27, 1.17], [4.40, -0.22, 0.17], [-0.35, 3.39, -1.12], [6.26, 2.09, -1.45], [-3.33, -2.97, -1.48], [-2.59, -3.08, -0.68], [-4.55, 2.24, 1.25], [-2.18, 2.44, 2.00], [-3.23, -0.68, -0.47], [-3.81, 2.74, 0.61], [0.04, -4.44, -0.18], [2.13, -1.29, 1.80], [5.39, 1.62, -1.02], [-0.63, -2.95, 1.20], [-3.86, -0.76, -1.51], [5.52, 0.39, -0.38], [-2.77, -4.04, -0.19], [-3.02, 3.97, 2.18], [-2.04, 4.77, 0.04], [-3.35, 1.77, -0.48], [-1.52, -1.71, 1.16], [-1.80, -1.44, 2.18], [-4.31, 3.58, 0.13]]
}


*ii*
{
  "formula": "C20H30N2O3S",
  "method": "ωB97M-V with the def2-TZVPD basis set",
  "smiles": "COc1ccccc1C(=O)N[C@H](CCSC)C(=O)NC1CCCCCC1",
  "lumo_ev": 0.69,
  "multiplicity": 1,
  "gap_ev": 9.259,
  "e_homo_ev": -8.573,
  "elements": ["H", "S", "C", "C", "H", "H", "H", "C", "H", "H", "C", "C", "H", "C", "H", "H", "H", "N", "H", "H", "C", "H", "H", "H", "C", "C", "H", "C", "O", "H", "C", "H", "C", "H", "H", "H", "O", "N", "H", "H", "C", "C", "C", "H", "H", "O", "H", "C", "H", "H", "C", "C", "C", "H", "H", "C"],
  "coordinates": [[-2.46, 4.58, 1.31], [1.07, -4.33, 0.79], [-0.48, -1.46, 0.61], [-2.08, 3.94, 2.11], [-1.61, 1.14, -2.35], [-2.46, 5.39, 3.62], [0.36, 1.38, 4.27], [-0.01, 1.00, -5.31], [1.04, 3.50, 4.98], [-2.23, -2.64, 0.21], [-1.60, 4.83, 3.25], [-1.01, 3.01, 1.53], [-0.22, -5.93, 2.03], [3.42, -1.08, -3.99], [0.53, 0.72, 1.13], [1.39, 1.97, 2.97], [-1.12, -4.82, -0.04], [-0.48, -0.94, -0.75], [3.87, -0.17, -4.39], [1.89, 0.10, -5.66], [-0.85, 0.90, -3.08], [4.15, -1.61, -3.38], [-1.38, 2.60, 0.59], [-0.88, 5.55, 2.86], [0.43, 3.53, 4.07], [1.30, -0.08, -3.60], [0.57, -1.63, 0.89], [0.48, -0.13, -1.23], [1.39, 0.30, -0.54], [-0.12, 1.30, -6.34], [-0.52, -3.91, -0.02], [-1.61, 3.27, 4.75], [-0.96, 4.08, 4.42], [-1.61, 1.55, 2.99], [3.10, -1.72, -4.81], [-0.24, -3.64, -1.04], [2.35, -0.78, -3.12], [-0.32, 0.67, 1.69], [-1.25, -1.20, -1.34], [-1.89, 1.83, -4.70], [0.46, -5.13, 2.30], [-1.25, -2.78, 0.67], [-0.69, 1.84, 2.47], [-0.86, 4.78, 5.25], [-0.04, -4.40, 2.93], [-2.14, -0.59, 2.16], [-0.10, 3.57, 1.30], [0.29, 0.23, -2.67], [-1.43, -3.01, 1.72], [-2.92, 3.32, 2.45], [-1.08, -0.42, 1.58], [0.43, 2.12, 3.47], [1.13, 0.32, -4.92], [1.33, -5.53, 2.81], [0.91, 4.23, 3.39], [-1.00, 1.29, -4.40]]
}


Which of them is the most stable, and which is the least stable? *ii* and *i*, in that order.


*i*
{
  "formula": "C2H3NS4",
  "method": "ωB97M-V with the def2-TZVPD basis set",
  "lumo_ev": [-1.58, -1.58],
  "multiplicity": 1,
  "gap_ev": [6.464, 6.466],
  "e_homo_ev": [-8.042, -8.043],
  "elements": ["C", "S", "C", "S", "N", "S", "H", "H", "S", "H"],
  "coordinates": [[0.32, 0.07, -0.46], [0.25, 1.37, 0.89], [-0.91, -0.78, -0.32], [-2.04, 1.10, 1.00], [-1.91, -0.39, 0.44], [0.05, 0.68, -2.04], [2.51, 0.14, -0.43], [0.70, 0.53, 1.69], [1.85, -0.93, -0.09], [-0.82, -1.79, -0.68]]
}


*ii*
{
  "formula": "C2H3NS4",
  "method": "ωB97M-V with the def2-TZVPD basis set",
  "smiles": "SC1(S)C=NSS1",
  "lumo_ev": 0.00,
  "multiplicity": 1,
  "gap_ev": 8.444,
  "e_homo_ev": -8.447,
  "elements": ["S", "H", "S", "C", "S", "H", "S", "C", "H", "N"],
  "coordinates": [[-0.17, 1.58, 0.11], [0.15, -2.18, 0.95], [1.93, -0.24, -1.30], [0.76, -0.10, 0.09], [3.66, 0.25, -0.16], [-0.40, 1.83, -1.17], [-0.44, -1.53, 0.04], [1.61, -0.11, 1.31], [1.21, -0.32, 2.36], [2.88, 0.03, 1.24]]
}


Which of them is the most stable, and which is the least stable? *ii* and *i*, in that order.


*i*
{
  "formula": "C3H5ClNP",
  "method": "ωB97M-V with the def2-TZVPD basis set",
  "smiles": "CCP(Cl)C#N",
  "lumo_ev": 0.43,
  "multiplicity": 1,
  "gap_ev": 10.742,
  "e_homo_ev": -10.316,
  "elements": ["H", "H", "H", "N", "P", "Cl", "C", "C", "C", "H", "H"],
  "coordinates": [[0.12, 0.47, 1.10], [0.51, 1.34, -0.40], [1.70, -0.74, -1.24], [-2.94, 1.85, 0.51], [-1.18, -0.34, -0.82], [-1.62, -1.86, 0.42], [0.33, 0.35, 0.03], [-2.30, 1.04, 0.03], [1.54, -0.55, -0.18], [2.44, -0.08, 0.22], [1.40, -1.50, 0.33]]
}


*ii*
{
  "formula": "C3H5ClNP",
  "method": "ωB97M-V with the def2-TZVPD basis set",
  "lumo_ev": -0.66,
  "multiplicity": 1,
  "gap_ev": 8.472,
  "e_homo_ev": -9.129,
  "elements": ["C", "N", "H", "H", "P", "C", "Cl", "H", "H", "H", "C"],
  "coordinates": [[-0.15, 0.31, -0.58], [0.89, 2.47, 0.28], [-2.29, 0.26, -0.48], [-0.06, 0.18, -1.65], [1.36, -1.53, 0.08], [0.42, 1.49, -0.10], [3.14, -0.64, -0.04], [-1.49, 0.08, 1.09], [-1.51, -1.26, -0.07], [1.12, -1.18, 1.43], [-1.44, -0.18, 0.03]]
}


Which of them is the most stable, and which is the least stable? *i* and *ii*, in that order.